{"formula": "C30H49FN14O4RbS", "method": "ωB97M-V with the def2-TZVPD basis set", "mol_weight_g_mol": 806.35, "lumo_energy_ev": 2.032, "gap_ev": 6.80, "fmax_ev_per_a": 0.51, "e_tot_ev": -75169.55010, "total_charge": -1, "species": ["Rb", "C", "C", "N", "C", "C", "N", "C", "C", "C", "N", "C", "C", "N", "C", "H", "H", "H", "H", "H", "H", "H", "H", "H", "H", "H", "H", "H", "H", "H", "H", "H", "H", "H", "H", "H", "H", "H", "H", "C", "C", "N", "N", "C", "N", "S", "C", "C", "C", "C", "C", "N", "H", "H", "H", "H", "H", "H", "H", "H", "H", "C", "N", "C", "N", "C", "N", "C", "N", "C", "C", "H", "H", "H", "H", "H", "H", "H", "H", "H", "H", "H", "H", "F", "C", "C", "N", "C", "C", "O", "O", "C", "O", "N", "C", "O", "H", "H", "H", "H"], "positions_angstrom": [[0.18, -0.38, 0.12], [2.90, 0.67, -3.41], [3.59, 0.23, -2.12], [3.20, 1.04, -0.97], [4.15, 0.99, 0.14], [4.58, -0.44, 0.51], [3.46, -1.36, 0.63], [3.88, -2.74, 0.75], [2.82, -3.75, 0.30], [2.62, -3.82, -1.22], [1.81, -2.73, -1.71], [1.75, -2.58, -3.15], [0.68, -1.57, -3.56], [0.70, -0.33, -2.81], [1.38, 0.82, -3.35], [3.17, -0.04, -4.19], [3.31, 1.64, -3.73], [4.68, 0.26, -2.30], [3.31, -0.80, -1.89], [3.07, 2.00, -1.25], [3.70, 1.47, 1.01], [5.09, 1.53, -0.09], [5.19, -0.37, 1.42], [5.24, -0.82, -0.28], [2.90, -1.08, 1.43], [4.20, -2.99, 1.78], [4.77, -2.88, 0.12], [1.87, -3.53, 0.79], [3.13, -4.74, 0.65], [2.20, -4.81, -1.48], [3.60, -3.76, -1.71], [0.89, -2.75, -1.29], [1.53, -3.53, -3.68], [2.74, -2.26, -3.50], [-0.30, -2.03, -3.38], [0.77, -1.40, -4.65], [-0.24, -0.08, -2.49], [1.12, 1.66, -2.70], [1.04, 1.07, -4.37], [-0.90, -3.04, 4.76], [-0.62, -2.57, 3.36], [-0.29, -1.36, 3.06], [-0.29, -0.47, 4.09], [0.60, 0.48, 4.01], [0.43, 1.50, 4.93], [1.93, 0.62, 2.93], [-0.73, -3.55, 2.26], [-0.75, -4.92, 2.53], [-0.86, -5.82, 1.48], [-1.00, -5.34, 0.19], [-0.99, -3.96, 0.01], [-0.83, -3.09, 1.00], [-0.97, -2.19, 5.42], [-0.10, -3.69, 5.12], [-1.83, -3.62, 4.79], [-0.19, 1.28, 5.70], [1.28, 1.99, 5.17], [-0.66, -5.27, 3.55], [-0.86, -6.89, 1.68], [-1.12, -6.00, -0.65], [-1.14, -3.53, -0.97], [-0.90, 3.42, -0.91], [-0.19, 2.65, 0.13], [-1.12, 2.48, 1.26], [-1.58, 3.77, 1.80], [-2.23, 4.50, 0.72], [-1.35, 4.73, -0.43], [-0.17, 5.46, 0.06], [0.54, 4.75, 1.11], [0.95, 3.44, 0.59], [-0.39, 4.51, 2.22], [-1.76, 2.84, -1.24], [-0.22, 3.57, -1.76], [-0.62, 1.92, 2.06], [-1.99, 1.92, 0.91], [-2.57, 5.47, 1.10], [-3.11, 3.94, 0.39], [-0.50, 6.43, 0.44], [0.51, 5.63, -0.78], [1.48, 2.89, 1.37], [1.62, 3.60, -0.26], [-0.71, 5.48, 2.63], [0.12, 3.94, 3.00], [-5.34, 2.45, 1.45], [-5.38, 2.09, 0.16], [-4.80, 0.96, -0.26], [-4.85, 0.54, -1.57], [-4.15, -0.68, -1.95], [-2.63, -0.62, -1.64], [-2.03, -1.69, -1.82], [-2.17, 0.46, -1.22], [-5.45, 1.31, -2.54], [-5.50, 1.02, -3.72], [-6.03, 2.48, -2.07], [-6.07, 2.97, -0.77], [-6.63, 4.01, -0.50], [-4.27, 0.32, 0.42], [-4.30, -0.83, -3.01], [-4.57, -1.52, -1.41], [-6.47, 3.05, -2.77]], "nbo_charge": [0.874, -0.410, -0.241, -0.629, -0.218, -0.218, -0.661, -0.206, -0.395, -0.205, -0.628, -0.212, -0.236, -0.660, -0.205, 0.197, 0.191, 0.148, 0.236, 0.348, 0.215, 0.152, 0.169, 0.176, 0.398, 0.163, 0.172, 0.208, 0.196, 0.152, 0.177, 0.362, 0.153, 0.171, 0.231, 0.162, 0.397, 0.198, 0.154, -0.686, 0.160, -0.206, -0.483, 0.282, -0.826, -0.543, 0.182, -0.260, -0.173, -0.271, 0.036, -0.439, 0.256, 0.212, 0.208, 0.378, 0.388, 0.215, 0.207, 0.213, 0.233, -0.088, -0.490, -0.098, -0.469, -0.067, -0.478, -0.075, -0.477, -0.088, -0.083, 0.230, 0.183, 0.220, 0.211, 0.187, 0.196, 0.186, 0.186, 0.236, 0.175, 0.183, 0.214, -0.304, 0.199, 0.032, -0.405, -0.343, 0.773, -0.780, -0.796, 0.792, -0.638, -0.628, 0.596, -0.593, 0.246, 0.258, 0.211, 0.426]}


{"formula": "C30H49Ge2IrN2O3PTe", "method": "ωB97M-V with the def2-TZVPD basis set", "mol_weight_g_mol": 981.74, "lumo_energy_ev": -3.406, "gap_ev": 5.99, "fmax_ev_per_a": 0.24, "e_tot_ev": -173476.14411, "total_charge": 1, "species": ["Ir", "C", "C", "Ge", "C", "C", "C", "C", "Ge", "C", "C", "C", "C", "C", "C", "C", "C", "C", "C", "H", "H", "H", "H", "H", "H", "H", "H", "H", "H", "H", "H", "H", "H", "H", "H", "H", "H", "H", "H", "H", "H", "H", "H", "H", "H", "N", "C", "H", "C", "C", "O", "P", "O", "Te", "O", "C", "C", "H", "H", "H", "H", "H", "H", "H", "H", "H", "H", "C", "N", "C", "C", "C", "C", "C", "C", "C", "C", "H", "H", "H", "H", "H", "H", "H", "H", "H", "H", "H", "H"], "positions_angstrom": [[0.18, 0.25, -0.60], [-1.02, -2.29, 3.65], [-1.12, -1.84, 2.19], [-0.01, -0.25, 1.85], [-0.71, 1.21, 2.99], [0.17, 1.52, 4.20], [1.78, -0.79, 2.51], [2.72, -1.19, 1.64], [2.28, -0.99, -0.26], [1.01, -2.32, -0.98], [1.32, -2.82, -2.39], [3.74, -0.44, -1.45], [4.94, -1.37, -1.61], [4.01, -1.81, 2.01], [4.76, -1.34, 3.09], [5.95, -1.95, 3.44], [6.41, -3.05, 2.72], [5.67, -3.53, 1.65], [4.49, -2.91, 1.30], [-1.68, -3.14, 3.85], [-1.31, -1.49, 4.34], [-0.01, -2.60, 3.91], [-2.14, -1.58, 1.93], [-0.82, -2.65, 1.51], [-1.70, 0.87, 3.31], [-0.88, 2.10, 2.40], [0.32, 0.65, 4.83], [-0.27, 2.30, 4.82], [1.16, 1.87, 3.90], [1.97, -0.95, 3.57], [-0.04, -1.96, -0.94], [1.01, -3.12, -0.23], [1.30, -1.99, -3.11], [0.59, -3.55, -2.71], [2.31, -3.28, -2.45], [4.07, 0.54, -1.09], [3.26, -0.26, -2.41], [5.50, -1.48, -0.68], [5.63, -0.98, -2.37], [4.64, -2.37, -1.93], [4.40, -0.50, 3.67], [6.53, -1.58, 4.28], [7.34, -3.53, 3.00], [6.02, -4.39, 1.10], [3.91, -3.30, 0.47], [-0.10, 0.87, -3.74], [0.00, 0.65, -2.61], [-0.44, 1.03, -4.67], [-4.81, 2.76, 0.79], [-4.98, 1.26, 0.68], [-3.69, 0.64, 0.56], [-3.25, -0.19, -0.75], [-1.77, -0.48, -0.49], [-3.87, 0.86, -2.74], [-3.88, -1.64, -0.57], [-5.28, -1.92, -0.79], [-5.43, -3.41, -0.96], [-5.77, 3.23, 0.99], [-4.42, 3.16, -0.15], [-4.12, 3.01, 1.60], [-5.60, 1.01, -0.18], [-5.44, 0.85, 1.58], [-5.62, -1.38, -1.68], [-5.84, -1.57, 0.08], [-4.88, -3.75, -1.84], [-6.49, -3.66, -1.10], [-5.07, -3.94, -0.08], [3.71, 4.12, 0.32], [3.33, 2.90, 1.03], [4.42, 2.21, 1.72], [2.13, 2.40, 1.05], [0.92, 3.01, 0.53], [0.67, 4.36, 0.82], [-0.53, 4.93, 0.47], [-1.47, 4.16, -0.22], [-1.22, 2.83, -0.51], [-0.05, 2.20, -0.11], [4.63, 3.90, -0.23], [3.90, 4.92, 1.03], [2.93, 4.41, -0.37], [5.19, 1.93, 0.99], [4.04, 1.32, 2.22], [4.86, 2.89, 2.46], [2.05, 1.44, 1.54], [1.64, 0.84, -0.74], [1.40, 4.94, 1.36], [-0.74, 5.97, 0.71], [-2.41, 4.60, -0.52], [-1.97, 2.28, -1.07]], "lowdin_charge": [0.906, -0.163, -0.352, 0.834, -0.333, -0.167, -0.219, -0.367, 0.857, -0.356, -0.145, -0.341, -0.151, -0.261, -0.050, -0.069, -0.073, -0.067, -0.071, 0.072, 0.063, 0.061, 0.053, 0.058, 0.067, 0.043, 0.063, 0.073, 0.052, 0.077, 0.034, 0.080, 0.059, 0.082, 0.066, 0.049, 0.061, 0.057, 0.076, 0.065, 0.106, 0.108, 0.108, 0.112, 0.107, 0.209, -0.165, 0.112, -0.075, -0.302, -0.294, 0.073, -0.558, 0.448, -0.281, -0.301, -0.069, 0.085, 0.050, 0.080, 0.075, 0.122, 0.064, 0.117, 0.082, 0.082, 0.080, 0.008, -0.124, 0.018, -0.020, -0.237, -0.041, -0.056, -0.041, -0.102, -0.296, 0.105, 0.112, 0.099, 0.106, 0.073, 0.112, 0.073, -0.028, 0.116, 0.114, 0.115, 0.000]}